Computed, not measured: 8 unconnected molecules or ions with the total composition C28H76N4O10, with ωB97M-V with the def2-TZVPD basis set.

Computed properties:
LUMO level in eV: 0.587
Gap between HOMO and LUMO in eV: 9.309

Structure (XYZ):
```
118
Properties=species:S:1:pos:R:3:lowdin_charge:R:1
C -3.2730 -2.3425 -2.6530 -0.087
O -2.8747 -1.0020 -2.4385 -0.237
C -1.5963 -0.7752 -3.0502 -0.185
C -1.4086 0.7341 -3.1182 -0.440
C -2.4598 1.2729 -4.0889 -0.057
N -0.0463 1.1057 -3.4478 0.068
H -4.3491 -2.3959 -2.4743 0.090
H -2.8247 -2.9644 -1.8708 0.066
H -3.0306 -2.6882 -3.6574 0.095
H -0.8352 -1.2154 -2.3966 0.089
H -1.5617 -1.2275 -4.0427 0.131
H -1.7729 1.1769 -2.1815 0.134
H -2.3659 2.3631 -4.0536 0.066
H -3.4925 1.0039 -3.8965 0.065
H -2.1201 0.9956 -5.0917 0.081
H 0.5331 0.6666 -2.7331 0.028
H 0.3026 2.0621 -3.3054 0.033
C -2.8037 -0.3412 0.6277 -0.101
O -1.4123 -0.4832 0.8202 -0.151
C -1.0325 -1.7360 0.2640 -0.185
C 0.5007 -1.7420 0.3668 -0.400
C 1.1659 -0.7065 -0.4981 -0.054
N 1.1485 -3.0583 0.1674 0.071
H -3.1267 -0.2079 -0.4112 0.060
H -3.2359 0.5541 1.0792 0.083
H -3.3439 -1.2117 1.0100 0.097
H -1.2688 -2.6082 0.8807 0.104
H -1.3118 -1.8715 -0.7844 0.088
H 0.6826 -1.3311 1.3653 0.103
H 2.2517 -0.7684 -0.5902 0.075
H 1.0432 0.3500 -0.2440 0.072
H 0.7346 -0.7910 -1.5025 0.054
H 2.0667 -2.9280 0.6010 0.051
H 1.5041 -3.1147 -0.7855 0.090
C 2.9388 2.8471 -1.1295 -0.101
O 3.8968 2.6797 -2.1829 -0.207
C 3.3000 2.3104 -3.4607 -0.165
C 2.5537 3.5518 -4.0466 -0.187
N 1.2597 3.7345 -3.4020 -0.091
C 0.3387 4.6723 -4.0831 -0.182
C 0.7715 6.1033 -3.9283 -0.212
O 1.0287 6.3483 -2.5273 -0.196
C 0.8628 7.7125 -2.2365 -0.123
H 2.7807 3.9250 -1.0535 0.086
H 3.4206 2.5749 -0.1881 0.082
H 2.0743 2.2017 -1.2775 0.069
H 2.6855 1.4149 -3.3832 0.103
H 4.2053 2.1466 -4.0433 0.117
H 2.3224 3.2886 -5.0834 0.121
H 3.2486 4.3856 -3.9287 0.125
H 1.5451 4.2752 -2.5897 0.069
H -0.6379 4.5280 -3.6213 0.116
H 0.3106 4.4350 -5.1483 0.124
H -0.0764 6.7541 -4.1637 0.116
H 1.5782 6.3793 -4.6111 0.126
H -0.1718 8.0526 -2.3331 0.089
H 1.4362 8.3314 -2.9372 0.088
H 1.2817 7.9592 -1.2622 0.090
C 2.4653 -3.4403 6.6157 -0.095
O 1.7641 -2.6128 5.6924 -0.214
C 2.2424 -1.3134 5.4770 -0.217
C 1.4156 -0.8016 4.2809 -0.193
N 1.3979 0.6651 4.2458 -0.039
C 0.5564 1.1432 3.1803 -0.226
C 0.8719 2.6078 2.7619 -0.175
O 0.3863 3.5743 3.7243 -0.204
C -1.0151 3.5937 3.9258 -0.128
H 2.4185 -3.0543 7.6360 0.085
H 3.4901 -3.6706 6.3168 0.084
H 1.9700 -4.4112 6.6417 0.084
H 3.3039 -1.2584 5.2186 0.121
H 2.0541 -0.7415 6.3928 0.123
H 0.3961 -1.1720 4.3985 0.105
H 1.9072 -1.2247 3.4046 0.110
H 1.1082 1.0558 5.1317 0.116
H -0.5335 1.1253 3.3143 0.107
H 0.6060 0.5998 2.2335 0.089
H 0.5958 2.8144 1.7273 0.115
H 1.9197 2.7868 3.0103 0.118
H -1.5749 3.7009 2.9900 0.085
H -1.2416 4.4325 4.5805 0.085
H -1.4227 2.6723 4.3512 0.071
C -5.5882 1.2410 -1.6004 -0.088
C -6.5484 1.7517 -0.5229 -0.273
O -5.8097 2.0023 0.7045 -0.108
H -4.5772 1.6172 -1.4507 0.067
H -5.9320 1.4807 -2.6085 0.071
H -5.5253 0.1522 -1.6004 0.065
H -7.1816 0.9160 -0.2261 0.105
H -7.1117 2.6561 -0.7432 0.107
H -5.7032 2.9513 0.8016 0.071
C -1.1483 -6.9517 -0.8070 -0.077
C -1.6403 -5.7397 -1.6103 -0.317
O -0.6538 -4.7416 -1.8391 -0.092
H -1.9725 -7.4478 -0.2924 0.074
H -0.5463 -6.6395 0.0489 0.055
H -0.5681 -7.5699 -1.4907 0.072
H -2.3749 -5.2238 -0.9803 0.095
H -2.1870 -6.0819 -2.4880 0.109
H -0.6202 -4.1669 -1.0704 0.030
C -0.7041 -3.4360 3.5757 -0.069
C -1.0344 -4.7252 2.7667 -0.316
O 0.1043 -5.2271 2.1283 -0.097
H 0.0198 -2.8609 2.9994 0.043
H -0.2080 -3.7577 4.4912 0.064
H -1.5502 -2.7796 3.7782 0.080
H -1.6793 -4.3490 1.9575 0.079
H -1.6449 -5.4970 3.2311 0.112
H 0.4117 -4.5978 1.4641 0.028
C 4.9828 -0.7246 0.7512 -0.080
C 4.9063 -2.1509 1.2823 -0.295
O 4.0378 -2.9912 0.5278 -0.101
H 5.6636 -0.1443 1.3771 0.078
H 4.0699 -0.1309 0.7307 0.056
H 5.4577 -0.7634 -0.2306 0.081
H 4.4763 -2.1391 2.2876 0.106
H 5.9339 -2.5166 1.2461 0.112
H 4.0234 -3.8718 0.9137 0.095
```

***

Computed, not measured: a molecular structure, C28H77AlF4N9O15S4, with ωB97M-V with the def2-TZVPD basis set.

Computed properties:
⟨S²⟩: 1.7787
Total charge: +2
LUMO level (spin up / spin down) in eV: -9.590 / -9.936
Spin multiplicity: 2
Gap between HOMO and LUMO (spin up / spin down) in eV: 2.838 / 2.490

Structure (XYZ):
```
138
Properties=species:S:1:pos:R:3:lowdin_spin:R:1
Al 2.7239 -3.0068 0.8595 0.312
N 1.2652 -0.8459 -0.4055 0.012
S 1.5443 0.1731 -1.5206 0.001
O 1.4078 1.6000 -1.1986 -0.002
O 1.1378 -0.3228 -2.8161 -0.002
F 3.0681 -0.1274 -1.4817 0.000
S -0.3910 -0.2260 -0.2022 0.001
O -1.1755 0.3878 -1.2733 -0.001
O -0.8029 0.0557 1.1585 0.001
F -1.0061 -1.6566 -0.4642 0.001
N 1.0441 -3.9223 2.9766 0.030
S -0.4896 -3.4165 3.4046 0.001
O -0.5376 -2.1108 3.9283 0.000
O -1.5544 -4.3866 3.8046 0.001
F -0.8068 -3.0721 1.8917 -0.001
S 1.1806 -4.9546 4.0298 0.003
O 0.7099 -6.2922 3.6324 0.001
O 1.0199 -4.5085 5.4342 0.009
F 2.8429 -5.0513 3.9255 0.003
C 1.7524 -3.2179 -4.0538 0.010
C 1.7836 -3.4580 -2.5242 0.006
C 0.7179 -4.5090 -2.0875 0.001
O 0.8214 -4.6072 -0.7102 0.032
C -0.3526 -5.2462 -0.2544 0.001
N 3.1449 -3.7961 -2.1293 0.170
H 2.2284 -3.9675 -4.6860 0.000
H 2.2408 -2.3108 -4.4099 0.000
H 0.7401 -2.9608 -4.3658 0.002
H 1.7027 -2.5796 -1.8839 0.000
H 0.8284 -5.5576 -2.3638 0.001
H -0.2470 -4.1436 -2.4392 0.000
H -1.1993 -4.5649 -0.3385 0.000
H -0.1016 -5.3274 0.8032 0.000
H -0.5632 -6.2629 -0.5859 0.001
H 3.3590 -4.7583 -2.3494 0.001
H 3.7489 -3.2972 -2.7668 0.002
C 1.9330 1.2956 3.8727 0.030
C 2.3331 0.5174 2.5962 0.025
C 3.8450 0.4879 2.2925 0.001
O 4.2023 -0.3390 1.1673 0.017
C 5.4288 0.0089 0.5921 0.001
N 1.8827 -0.8167 2.9161 0.301
H 2.7669 1.3736 4.5703 0.000
H 1.1502 0.9100 4.5259 0.001
H 1.8152 2.3744 3.7708 0.006
H 1.7751 0.7984 1.7030 0.003
H 4.3922 0.0967 3.1502 0.000
H 4.2010 1.5014 2.1075 0.000
H 6.2988 -0.3884 1.1150 0.000
H 5.5479 1.0915 0.5465 0.000
H 5.5277 -0.2749 -0.4556 0.000
H 0.9513 -0.8175 3.3068 0.007
H 2.4643 -1.1521 3.6707 0.001
C -3.9765 -3.5327 -0.3818 0.002
C -4.3680 -2.1636 0.3401 0.093
C -5.5968 -1.4884 -0.1940 0.034
O -5.6091 -0.8587 -1.4226 0.031
C -4.5913 0.1116 -1.7094 0.010
N -4.5947 -2.3852 1.8029 0.629
H -4.7825 -4.2606 -0.4757 0.002
H -3.0432 -3.9172 0.0295 0.000
H -3.8685 -3.3783 -1.4554 0.000
H -3.5228 -1.4802 0.2590 0.047
H -5.8217 -0.7198 0.5454 0.001
H -6.3118 -2.3089 -0.2553 0.004
H -3.6800 -0.3921 -1.3870 0.005
H -4.6887 0.9197 -0.9845 0.001
H -4.5623 0.5117 -2.7229 0.000
H -3.9243 -3.0628 2.1369 0.021
H -4.4429 -1.4897 2.2446 0.011
C -1.5830 2.3589 -4.0308 -0.022
C -0.2658 3.0610 -3.6798 -0.109
C 0.0536 4.2291 -4.5975 -0.048
O 0.6661 3.6606 -5.7698 -0.001
C 1.0793 4.6856 -6.6949 -0.002
N -0.4731 3.4770 -2.2782 -0.719
H -1.5613 2.0617 -5.0793 -0.006
H -2.4965 2.9364 -3.8892 -0.003
H -1.6747 1.4648 -3.4141 0.001
H 0.5776 2.3737 -3.6128 -0.031
H 0.8334 4.8214 -4.1187 -0.001
H -0.7959 4.8916 -4.7635 -0.002
H 1.1948 4.2596 -7.6915 -0.001
H 1.8884 5.3619 -6.4187 0.000
H 0.2388 5.3550 -6.8782 0.000
H -1.2761 2.9863 -1.9116 -0.025
H 0.2988 3.1363 -1.7230 -0.020
C -1.9758 2.6293 2.9161 0.000
C -1.1004 3.7922 2.3519 0.000
C -1.9781 5.0437 1.9110 0.000
O -2.8542 5.4688 2.9481 0.000
C -3.7564 6.4699 2.5559 0.000
N -0.1091 4.2594 3.3203 0.001
H -2.7152 2.2125 2.2322 0.000
H -2.4597 2.8939 3.8562 0.000
H -1.2778 1.8583 3.2424 0.000
H -0.6099 3.3193 1.5011 0.000
H -2.4487 4.6922 0.9928 0.000
H -1.3667 5.9378 1.7886 0.000
H -4.5129 6.8653 3.2338 0.000
H -4.4004 6.1182 1.7499 0.000
H -3.2087 7.3857 2.3331 0.000
H 0.5110 3.5036 3.5742 0.000
H -0.4199 4.5432 4.2384 0.000
C 6.8958 -1.2668 -3.5664 0.000
C 5.8312 -0.6931 -4.4839 0.000
C 5.5099 0.8298 -4.3250 0.000
O 4.6557 1.4383 -5.3200 0.000
C 3.2217 1.2121 -5.1552 0.000
N 6.2247 -0.9578 -5.8406 0.000
H 6.8982 -2.3557 -3.6169 0.000
H 6.6783 -1.1669 -2.5030 0.000
H 7.8477 -0.7371 -3.6033 0.000
H 4.9668 -1.3432 -4.3485 0.000
H 6.4846 1.3109 -4.2436 0.000
H 5.1252 1.0570 -3.3308 0.000
H 2.8089 2.0355 -5.7380 0.000
H 2.8931 1.1844 -4.1163 0.000
H 2.9086 0.2368 -5.5281 0.000
H 5.9030 -1.8336 -6.2273 0.000
H 5.8887 -0.2353 -6.4614 0.000
C -1.8274 0.2490 5.6361 0.007
C -3.0615 -0.3170 4.9178 0.007
C -4.3001 0.4990 5.3855 0.002
O -5.4538 0.5337 4.5383 0.011
C -6.1618 -0.6518 4.7086 0.006
N -2.8895 -0.1832 3.4937 0.068
H -1.0025 -0.3242 5.2130 0.000
H -1.7980 -0.0254 6.6906 0.001
H -1.5989 1.3068 5.5059 0.000
H -3.2250 -1.3718 5.1388 0.000
H -4.0676 1.5629 5.3392 0.000
H -4.6441 0.2540 6.3903 0.000
H -5.6359 -1.4294 4.1546 0.003
H -7.1037 -0.4192 4.2117 0.000
H -6.2179 -1.1467 5.6782 0.001
H -2.0138 -0.6863 3.4848 0.000
H -2.6782 0.7968 3.3704 0.002
```

***

So what do the calculations give for E? Going down the list: -56696.878, -135183.635 eV.
So what do the calculations give for max |F|? Going down the list: 0.058, 0.226 hartree/bohr.